1.
Formula: C2H13NO4
Source: the Open Molecules 2025 dataset
Level of theory: ωB97M-V/def2-TZVPD

Geometry as XYZ:
```
20
Properties=species:S:1:pos:R:3
C 0.1330 1.6534 -0.0912
N 1.4252 1.1188 -0.5363
C 2.2542 0.5778 0.4900
O 2.4113 1.4043 1.6498
H 0.1790 2.6908 0.2624
H -0.3554 0.9359 0.5577
H -0.4303 1.7596 -1.0254
H 1.9311 1.7756 -1.1096
H 1.8789 -0.3925 0.8194
H 3.2571 0.4596 0.0978
H 1.6060 1.9275 1.7626
O -2.2233 -2.1714 -0.8902
H -2.4536 -1.8422 -1.7645
H -1.8843 -1.3848 -0.4434
O -2.9561 0.6237 -0.9658
H -3.0074 1.4782 -1.3946
H -3.6659 0.4750 -0.3371
O 0.1540 -2.7039 0.5984
H -0.4994 -3.3262 0.9396
H 0.3974 -3.0716 -0.2571
```

Calculated values
- LUMO energy: 0.441 eV
- Frontier orbital gap: 9.45 eV
- E_HOMO: -9.008 eV
- ΔE to the lowest compared entry with this formula, charge and spin: 28.7 kcal per mole

=====

2.
Formula: C2H13NO4
Source: the Open Molecules 2025 dataset
Level of theory: ωB97M-V/def2-TZVPD

Geometry as XYZ:
```
20
Properties=species:S:1:pos:R:3
C 1.5581 -0.0466 1.6402
C -0.7302 0.6252 1.1644
N 0.0785 -0.2377 1.6453
H 1.6726 0.8863 2.1264
H 1.9397 0.0660 0.5717
H 1.8475 -0.7436 2.4464
H -1.6418 0.2266 0.9319
H -0.5680 1.6492 0.9825
H -0.0494 1.3108 -2.6753
H -0.1525 1.0745 -1.1862
O 0.4731 1.2685 -1.8860
H -2.3208 -2.0284 -2.2281
H -1.3272 -1.2537 -1.3178
O -1.6066 -1.5280 -2.1966
H 3.0898 2.1484 -0.5809
H 1.8318 2.2983 -1.0398
O 2.2429 2.2388 -0.1863
H -1.2867 -2.2072 1.4399
H -2.6740 -1.8540 0.8104
O -1.8441 -2.4019 0.6907
```

Calculated values
- LUMO energy (alpha / beta): -6.038 / -9.183 eV
- Frontier orbital gap (alpha / beta): 8.58 / 5.44 eV
- E_HOMO (alpha / beta): -14.620 / -14.620 eV
- Net charge: +1
- ΔE to the lowest compared entry with this formula, charge and spin: 69.6 kcal per mole
- Spin multiplicity: 2
- Expectation value of S²: 0.758